No. 1
The following is a DFT calculation (ωB97M-V/def2-TZVPD) of a cluster of 11 separate species, C5H30N3O10 in total in a non-equilibrium geometry.

## Properties
Multiplicity: 1
HOMO-LUMO gap in eV: 9.634
Highest occupied orbital energy in eV: -12.1
DFT total energy in eV: -30606.59885
Charge: +1

Last column: Mulliken charge in e.
Cartesian coordinates (Å):
C  -0.225  1.358  -2.225  -1.223
C  -1.265  0.712  -1.231  0.068
C  -1.149  -0.523  -0.528  -0.725
C  -1.996  -1.441  -0.038  -0.666
N  -1.276  -2.466  0.651  -0.034
C  0.056  -2.021  0.656  -0.770
N  0.218  -0.876  -0.132  1.352
N  1.200  1.431  -1.725  -0.404
H  -0.237  0.963  -3.123  0.635
H  -0.689  2.394  -2.351  0.327
H  -1.424  1.647  -0.628  0.322
H  -2.318  0.809  -1.960  0.301
H  -2.992  -1.317  -0.035  0.738
H  -1.689  -3.102  1.372  0.369
H  0.928  -2.516  1.141  0.567
H  1.083  -0.476  -0.539  -0.097
H  1.213  1.822  -0.723  0.148
H  1.894  1.834  -2.250  0.279
H  -3.153  0.002  3.280  0.219
H  -1.797  0.480  3.999  0.395
O  -2.685  0.686  3.405  -0.578
H  1.968  1.097  2.689  0.281
H  2.905  0.200  3.463  0.292
O  2.549  1.042  3.445  -0.602
H  -4.578  0.421  -0.426  0.280
H  -4.022  1.823  -1.208  0.282
O  -3.843  0.931  -0.916  -0.608
H  2.338  -3.817  -0.928  0.302
H  1.113  -4.479  -0.468  0.317
O  1.712  -3.710  -0.185  -0.625
H  2.154  -1.504  -3.641  0.235
H  0.748  -1.678  -3.205  0.280
O  1.638  -1.499  -2.919  -0.425
H  0.398  0.404  3.683  0.482
H  -0.410  0.232  2.480  0.183
O  0.049  -0.241  3.151  -0.642
H  -1.302  -2.030  -2.288  0.388
H  -1.907  -1.437  -3.644  0.296
O  -1.352  -2.054  -3.244  -0.661
H  0.517  2.696  2.463  0.240
H  -1.064  2.899  2.334  0.283
O  -0.351  2.263  2.579  -0.550
H  1.764  3.036  1.185  0.129
H  2.996  3.667  0.362  0.285
O  2.359  3.000  0.607  -0.495
H  2.838  0.039  -1.429  0.205
H  4.013  -0.330  -0.387  0.278
O  3.075  -0.372  -0.567  -0.656

No. 2
The following is a DFT calculation (ωB97M-V/def2-TZVPD) of a structure of composition C29H39Cl3F6N6O4S2Si5W in a non-equilibrium geometry.

## Properties
Multiplicity: 1
HOMO-LUMO gap (spin up / spin down) in eV: 6.484 / 6.496
Highest occupied orbital energy (spin up / spin down) in eV: -8.0 / -8.0
DFT total energy in eV: -164601.62257

Last column: Mulliken charge in e.
Cartesian coordinates (Å):
W  -0.842  0.229  -0.070  0.562
C  2.914  2.300  -0.303  -0.694
C  2.710  3.503  0.373  -0.391
C  1.638  3.618  1.226  -0.608
C  0.745  2.555  1.366  0.127
N  0.888  1.428  0.633  0.022
C  1.982  1.303  -0.145  -0.074
N  -0.221  2.688  2.352  -0.612
C  -0.916  1.655  2.679  -0.060
N  -0.994  0.437  2.007  0.286
C  -1.551  -0.504  2.849  -0.051
N  -1.519  -1.786  2.697  -0.435
C  -0.677  -2.340  1.750  0.131
C  -0.318  -3.673  1.991  -0.534
C  0.588  -4.306  1.173  -0.819
C  1.152  -3.590  0.116  -0.609
C  0.772  -2.284  -0.062  0.916
N  -0.152  -1.660  0.702  0.042
C  -2.067  0.192  4.045  -0.214
C  -2.740  -0.282  5.151  -0.433
C  -3.054  0.646  6.140  -0.641
C  -2.672  1.982  6.028  -0.643
C  -1.963  2.442  4.923  -0.171
C  -1.685  1.521  3.933  0.393
H  3.751  2.150  -0.967  0.510
H  3.396  4.329  0.245  0.452
H  1.456  4.503  1.815  0.528
H  2.077  0.367  -0.684  0.171
H  -0.784  -4.161  2.832  0.558
H  0.857  -5.337  1.348  0.428
H  1.877  -4.030  -0.553  0.360
H  1.186  -1.694  -0.870  -0.755
H  -3.022  -1.321  5.232  0.557
H  -3.601  0.325  7.015  0.419
H  -2.931  2.674  6.819  0.421
H  -1.650  3.471  4.832  0.563
C  -4.107  -3.111  -3.152  -0.953
Si  -2.294  -3.527  -2.900  0.927
C  -1.758  -4.887  -4.085  -1.261
C  -2.093  -4.182  -1.152  -0.386
Si  -0.988  -1.577  -3.178  -0.032
Si  -1.912  -0.508  -5.125  0.980
C  -2.239  -1.979  -6.267  -1.248
C  -3.524  0.409  -4.878  -1.081
C  -0.765  0.597  -6.111  -0.769
Si  1.257  -1.803  -3.845  0.976
C  1.173  -2.653  -5.525  -1.194
C  2.020  -0.086  -3.942  -0.729
C  2.467  -2.887  -2.884  -1.543
H  -4.702  -3.974  -2.844  0.394
H  -4.357  -2.881  -4.184  0.285
H  -4.413  -2.264  -2.539  0.188
H  -2.413  -5.752  -3.964  0.441
H  -0.739  -5.210  -3.870  0.300
H  -1.803  -4.584  -5.128  0.351
H  -3.022  -4.655  -0.829  0.455
H  -1.874  -3.392  -0.432  -0.472
H  -1.291  -4.921  -1.106  0.302
H  -3.073  -2.601  -5.961  0.297
H  -1.367  -2.620  -6.375  0.293
H  -2.468  -1.578  -7.257  0.437
H  -4.180  -0.064  -4.151  0.222
H  -4.036  0.434  -5.844  0.474
H  -3.365  1.443  -4.569  0.258
H  0.149  0.098  -6.434  0.338
H  -0.492  1.517  -5.599  -0.052
H  -1.325  0.877  -7.007  0.399
H  0.700  -2.054  -6.300  0.316
H  0.621  -3.591  -5.446  0.255
H  2.184  -2.894  -5.859  0.495
H  1.847  0.380  -4.911  0.390
H  3.099  -0.154  -3.787  0.439
H  1.612  0.599  -3.195  -0.171
H  2.121  -3.918  -2.791  0.274
H  2.752  -2.522  -1.898  0.447
H  3.374  -2.901  -3.495  0.547
Cl  -4.168  0.518  -1.457  -0.288
Si  -3.313  -0.343  0.264  0.475
Cl  -4.181  0.828  1.766  -0.305
Cl  -4.351  -2.147  0.397  -0.335
F  -3.117  3.903  -1.524  -0.205
C  -1.914  3.430  -1.302  0.089
F  -1.953  2.729  -0.137  -0.048
F  -1.039  4.402  -1.117  -0.159
S  -1.276  2.175  -2.594  0.375
O  -1.085  -0.714  -1.679  0.694
O  -0.209  1.655  -1.617  -1.067
N  -0.455  2.976  -3.664  -0.182
S  -0.811  4.301  -4.438  0.906
O  -1.909  5.018  -3.859  -0.622
O  -0.762  4.097  -5.851  -0.618
C  0.695  5.308  -4.083  0.663
F  0.888  5.453  -2.769  -0.209
F  1.782  4.737  -4.601  -0.234
F  0.548  6.518  -4.623  -0.220

No. 3
The following is a DFT calculation (ωB97M-V/def2-TZVPD) of a cluster of 8 separate species, C15H31Cl3F9N2O12PS in total in a non-equilibrium geometry.

## Properties
Multiplicity: 1
HOMO-LUMO gap in eV: 5.069
Highest occupied orbital energy in eV: -7.7
DFT total energy in eV: -125757.42500

Last column: Mulliken charge in e.
Cartesian coordinates (Å):
N  -1.453  -3.104  0.731  -0.061
H  -1.219  -2.146  0.513  0.104
H  -2.064  -3.122  1.535  0.440
H  -0.641  -3.566  1.114  0.394
H  -1.841  -3.723  0.034  0.037
N  2.175  -2.559  3.403  -0.258
H  1.573  -1.797  3.125  0.066
H  1.543  -3.345  3.356  0.383
H  2.482  -2.354  4.344  0.417
H  2.911  -2.499  2.715  0.385
C  -2.551  -4.953  -1.890  -0.374
O  -1.392  -4.109  -1.951  -0.199
O  -2.527  -5.406  -0.564  -0.928
C  -3.863  -4.276  -2.552  0.822
F  -3.997  -3.128  -1.849  -0.312
F  -3.698  -3.828  -3.797  -0.272
F  -4.997  -4.912  -2.366  -0.263
C  -0.536  -4.360  -3.093  -0.420
C  0.584  -3.306  -3.038  -0.812
H  1.113  -3.356  -3.990  0.461
H  0.201  -2.286  -2.985  -0.061
H  1.124  -3.440  -2.101  0.203
H  -0.964  -4.428  -4.093  0.357
H  -0.049  -5.326  -2.954  0.347
H  -2.432  -5.888  -2.437  0.459
P  1.234  -0.185  0.299  1.427
F  0.978  -0.873  1.769  -0.371
F  2.359  -1.333  -0.081  -0.468
F  0.132  -1.172  -0.411  -0.580
F  1.665  0.523  -1.057  -0.235
F  0.055  0.875  0.564  -0.274
F  2.377  0.761  0.989  -0.332
C  3.525  2.389  -3.143  0.200
Cl  2.404  3.086  -4.320  -0.095
Cl  5.231  3.172  -3.349  -0.185
Cl  3.839  0.643  -3.150  -0.116
H  3.256  2.703  -2.134  0.136
C  -1.097  1.774  3.909  -1.069
C  -1.375  2.920  2.956  0.854
C  -2.086  2.566  1.664  0.006
O  -3.168  3.546  1.664  -0.375
C  -3.268  4.075  2.935  0.515
O  -4.232  4.764  3.342  -0.598
O  -2.279  3.631  3.685  -0.348
H  -0.573  1.038  3.300  -0.024
H  -1.911  1.132  4.247  0.365
H  -0.491  2.166  4.726  0.326
H  -0.497  3.506  2.685  0.207
H  -2.487  1.555  1.602  0.174
H  -1.494  2.635  0.752  -0.039
C  -2.280  0.043  -2.085  -1.295
C  -1.582  1.372  -2.441  1.224
C  -0.698  1.312  -3.691  0.560
O  -1.113  2.406  -4.519  -0.338
C  -2.365  2.806  -4.108  0.517
O  -3.072  3.506  -4.822  -0.568
O  -2.616  2.357  -2.832  -0.414
H  -3.141  0.362  -1.497  0.493
H  -1.643  -0.627  -1.508  -0.056
H  -2.751  -0.459  -2.931  0.470
H  -1.006  1.689  -1.572  -0.420
H  -0.687  0.319  -4.140  0.241
H  0.303  1.626  -3.393  -0.463
C  3.412  1.663  3.756  0.132
C  2.716  2.930  3.347  0.300
O  3.687  3.905  3.126  -0.403
S  5.022  3.169  2.465  1.058
O  6.249  3.536  3.222  -0.567
O  4.990  3.383  1.040  -0.469
O  4.551  1.612  2.872  -0.318
H  2.764  0.815  3.534  -0.213
H  3.579  1.717  4.832  0.412
H  2.052  3.247  4.152  0.325
H  2.045  2.632  2.542  -0.223

No. 4
The following is a DFT calculation (ωB97M-V/def2-TZVPD) of the molecule C2H4BrOP in a non-equilibrium geometry.

## Properties
Multiplicity: 1
HOMO-LUMO gap in eV: 10.489
Highest occupied orbital energy in eV: -9.9
DFT total energy in eV: -83516.46608

Last column: Mulliken charge in e.
Cartesian coordinates (Å):
O  -2.021  1.930  0.169  -0.413
C  -2.073  0.776  -0.086  0.521
Br  -3.739  -0.198  -0.005  -0.171
C  -0.904  -0.067  -0.471  -0.670
P  0.683  1.055  -0.232  -0.045
H  -0.782  -0.383  -1.612  0.314
H  -0.882  -0.880  0.159  0.391
H  1.558  -0.004  -0.213  0.034
H  0.977  1.045  1.106  0.039

No. 5
The following is a DFT calculation (ωB97M-V/def2-TZVPD) of a structure of composition C35H39GeN6O5RhS3 in a non-equilibrium geometry.

## Properties
Multiplicity: 2
HOMO-LUMO gap (spin up / spin down) in eV: 6.019 / 5.925
Highest occupied orbital energy (spin up / spin down) in eV: -10.4 / -10.4
DFT total energy in eV: -148124.24157
Charge: +1

Last column: Mulliken charge in e.
Cartesian coordinates (Å):
Rh  -0.353  0.163  0.299  -0.865
C  -5.014  1.862  -1.509  -0.800
S  -5.038  0.670  -0.143  0.026
C  -3.379  0.181  -0.034  0.481
S  -2.074  1.275  -0.607  -0.213
N  -3.163  -0.973  0.510  -1.443
N  -1.832  -1.251  0.642  1.309
C  -1.437  -2.385  1.007  -0.532
C  0.008  -2.640  0.882  0.664
C  0.585  -3.831  1.256  -0.836
C  1.916  -4.070  0.938  -0.467
C  2.615  -3.117  0.228  -1.014
C  1.984  -1.919  -0.076  -0.419
N  0.730  -1.669  0.279  0.260
H  -6.030  2.244  -1.585  0.386
H  -4.741  1.353  -2.429  0.308
H  -4.328  2.676  -1.299  0.242
H  -2.152  -3.144  1.315  0.421
H  -0.018  -4.562  1.784  0.497
H  2.393  -4.999  1.223  0.452
H  3.640  -3.283  -0.077  0.471
H  2.500  -1.134  -0.605  0.763
C  4.889  3.141  -2.775  -0.632
C  4.100  2.035  -3.072  -0.755
C  3.013  1.720  -2.265  -0.063
C  2.719  2.509  -1.155  0.398
C  3.490  3.638  -0.876  -0.346
C  4.585  3.942  -1.680  -0.853
Ge  1.335  1.977  0.162  2.281
C  0.214  3.492  -1.236  0.225
C  -0.112  3.065  -2.509  -0.285
C  -0.902  3.897  -3.294  -0.828
C  -1.332  5.124  -2.796  -0.708
C  -0.965  5.529  -1.519  -0.855
C  -0.157  4.714  -0.723  -0.337
C  1.293  3.094  1.785  0.636
C  0.093  3.583  2.302  -0.441
C  0.067  4.303  3.491  -1.096
C  1.251  4.543  4.179  -0.805
C  2.454  4.068  3.671  -0.759
C  2.475  3.342  2.484  -0.213
H  5.733  3.390  -3.408  0.398
H  4.328  1.420  -3.935  0.457
H  2.399  0.854  -2.506  0.320
H  3.239  4.283  -0.039  0.388
H  5.194  4.808  -1.453  0.442
H  0.228  2.112  -2.894  0.361
H  -1.173  3.585  -4.296  0.453
H  -1.934  5.776  -3.417  0.437
H  -1.294  6.485  -1.131  0.472
H  0.160  5.048  0.256  0.458
H  -0.832  3.408  1.758  0.823
H  -0.873  4.685  3.876  0.487
H  1.238  5.104  5.106  0.419
H  3.379  4.257  4.204  0.443
H  3.419  2.965  2.106  0.207
C  3.831  0.421  0.789  -1.134
O  2.480  0.740  1.042  0.016
H  4.120  0.548  -0.263  0.404
H  4.026  -0.618  1.078  0.320
H  4.502  1.054  1.384  0.254
C  -4.175  -4.167  6.070  -1.165
C  -4.417  -2.754  5.552  -0.560
S  -2.871  -1.916  5.213  1.211
O  -1.808  -2.444  6.031  -0.739
O  -2.690  -1.905  3.776  -0.493
C  -3.194  -0.243  5.784  -0.792
C  -1.943  0.645  5.766  -1.301
N  -1.081  0.499  4.586  0.711
C  -1.441  0.811  3.327  -0.117
N  -0.486  0.474  2.482  1.876
C  0.519  -0.115  3.197  -1.502
C  0.172  -0.100  4.500  -0.160
N  0.982  -0.584  5.589  1.247
O  1.905  -1.308  5.278  -0.640
O  0.722  -0.227  6.725  -0.673
C  -2.729  1.456  2.963  -2.143
H  -5.134  -4.647  6.261  0.397
H  -3.601  -4.149  6.996  0.327
H  -3.629  -4.766  5.342  0.326
H  -4.951  -2.137  6.278  0.435
H  -4.945  -2.737  4.599  0.345
H  -3.508  -0.370  6.821  0.710
H  -4.025  0.147  5.192  0.479
H  -1.341  0.406  6.626  0.521
H  -2.229  1.691  5.840  0.403
H  1.445  -0.439  2.747  0.589
H  -3.027  2.200  3.703  0.558
H  -3.513  0.697  2.879  0.239
H  -2.627  1.934  1.992  0.230